(1)
C17H35IO10Si | ωB97M-V/def2-TZVPD

Structure (XYZ):
```
64
Properties=species:S:1:pos:R:3:forces:R:3:lowdin_charge:R:1
C 2.5553 -0.4181 -0.4779 -0.42 0.52 -0.05 -0.0486
C 1.3613 0.2872 -1.0813 -0.03 -0.98 -0.09 -0.2850
O 1.7839 1.0746 -2.1712 0.20 0.23 -0.06 -0.1069
C 0.8897 2.0951 -2.4974 -0.87 0.26 -0.02 -0.1908
C -0.5514 1.6247 -2.7150 0.16 0.42 0.12 -0.2069
O -0.5995 0.4072 -3.4073 0.17 -0.29 -0.10 -0.1118
C -1.8566 -0.2151 -3.3310 0.03 -0.30 0.39 -0.1878
C -1.7307 -1.7241 -3.1711 0.05 0.30 -0.32 -0.1864
O -3.0185 -2.2494 -2.9080 0.20 0.12 0.28 -0.2015
C -3.3567 -2.1800 -1.5135 -0.57 -0.07 -0.39 -0.3216
Si -5.0207 -1.2917 -1.2869 -0.06 -0.41 -0.38 0.7146
C -4.9088 0.5924 -1.0566 -0.86 0.03 0.59 -0.3283
C -4.1977 1.0238 0.1814 -3.16 -1.25 -0.64 -0.9469
O -3.1374 1.4467 0.2224 4.16 1.52 0.29 0.0275
I -5.2909 0.8541 2.0606 -0.26 -0.17 0.07 0.7489
H 2.2102 -1.0137 0.3598 0.08 -0.14 0.27 0.0691
H 3.2688 0.3276 -0.1482 0.33 -0.07 0.14 0.0780
H 2.9867 -1.0774 -1.2184 0.29 -0.09 -0.14 0.0782
H 0.7980 0.8419 -0.3273 0.14 0.42 0.04 0.1045
H 0.6889 -0.4950 -1.4409 -0.30 0.05 -0.13 0.1067
H 1.2101 2.6522 -3.3698 0.58 -0.30 -0.22 0.1231
H 0.8292 2.8206 -1.6770 0.06 0.16 0.09 0.1141
H -1.0144 1.5705 -1.7277 -0.29 -0.46 0.08 0.1035
H -1.1127 2.3839 -3.2689 0.05 0.25 -0.01 0.1320
H -2.4693 -0.0421 -4.2163 -0.07 0.32 -0.11 0.1371
H -2.3786 0.1583 -2.4477 -0.22 0.10 0.04 0.0954
H -1.0231 -1.9854 -2.3847 0.08 0.00 0.15 0.1184
H -1.3678 -2.1471 -4.1017 -0.02 -0.25 -0.14 0.1305
H -3.4807 -3.2085 -1.1753 0.05 -0.10 0.27 0.0881
H -2.5583 -1.7350 -0.9261 0.19 0.05 0.07 0.0594
H -5.8031 -1.5322 -2.5163 0.01 0.14 -0.02 -0.0173
H -5.7879 -1.9059 -0.1804 0.14 0.18 0.15 -0.0312
H -4.4964 1.1173 -1.9082 0.44 -0.07 -0.21 0.0811
H -5.9304 0.9559 -0.9556 -0.28 -0.21 -0.03 0.0650
C 1.1721 -6.4520 1.7371 -0.22 0.08 0.16 -0.0648
C 1.3788 -5.4550 0.6163 0.36 -0.32 0.11 -0.2092
O 0.1929 -4.6847 0.3672 -0.07 0.15 -0.05 0.0362
C -0.0502 -3.7051 1.2378 0.06 -0.10 -0.02 -0.6051
O 0.6319 -3.4031 2.1831 -0.09 0.02 -0.12 0.1251
O -1.1932 -3.1087 0.8775 0.05 0.02 -0.03 -0.0127
C -1.6252 -2.0799 1.7694 -0.11 0.20 0.13 -0.0289
H 0.3040 -7.0805 1.5327 0.07 -0.06 -0.09 0.0820
H 2.0507 -7.0875 1.8476 0.00 0.00 -0.05 0.0809
H 0.9926 -5.9469 2.6855 0.09 0.05 -0.02 0.0747
H 1.5902 -5.9812 -0.3128 -0.19 0.12 -0.10 0.1225
H 2.2211 -4.7931 0.8178 -0.11 0.11 0.09 0.1238
H -0.8399 -1.3445 1.9347 0.06 -0.08 0.06 0.0984
H -1.9438 -2.5123 2.7167 0.10 0.03 0.04 0.1055
H -2.4754 -1.5861 1.3048 -0.01 -0.13 -0.09 0.0676
C 5.0097 6.0411 2.0545 -0.18 -0.05 -0.20 -0.0666
C 4.6357 5.2909 3.3157 0.43 0.17 -0.06 -0.2123
O 3.2429 4.9472 3.3342 -0.10 -0.11 0.05 0.0368
C 2.8975 3.9071 2.5733 0.05 0.07 -0.02 -0.6035
O 3.6413 3.2372 1.9025 -0.11 0.05 0.09 0.1220
O 1.5762 3.7378 2.6799 0.07 -0.02 0.03 0.0104
C 1.0534 2.7009 1.8491 -0.22 -0.17 -0.08 -0.0419
H 4.3653 6.9118 1.9240 0.07 0.05 0.10 0.0815
H 6.0470 6.3727 2.1021 -0.01 0.01 0.04 0.0797
H 4.8905 5.4126 1.1727 0.06 -0.07 0.05 0.0744
H 4.7955 5.9263 4.1852 -0.23 -0.04 0.06 0.1215
H 5.2453 4.3966 3.4461 -0.11 -0.08 -0.10 0.1234
H 1.5808 1.7618 2.0091 0.12 0.06 -0.06 0.0937
H 1.1137 2.9958 0.8019 0.12 -0.07 -0.01 0.0841
H 0.0081 2.5673 2.1173 0.02 0.17 0.11 0.0963
```
Forces are in eV/Å.

Computed properties:
- multiplicity = 1
- total energy (eV) = -54648.4442
- LUMO (eV) = 0.3
- Kohn-Sham gap (Ha) = 0.3617
- charge = 0

---

(2)
C17H35N2O6 | ωB97M-V/def2-TZVPD

Structure (XYZ):
```
60
Properties=species:S:1:pos:R:3:forces:R:3:lowdin_charge:R:1
N -0.5859 2.0683 1.1458 0.46 0.08 0.16 0.0435
C 0.4999 1.1222 1.3839 -0.25 0.14 -0.21 -0.2161
C 1.2838 0.8695 0.0761 0.20 -0.38 0.23 -0.2471
C 2.1639 -0.2900 0.3986 -0.58 0.30 -0.23 0.0566
N 3.3152 0.1210 0.7640 0.37 -0.38 0.26 0.1374
C 3.4704 1.5938 0.7015 -0.42 -0.05 -0.76 -0.0784
C 2.3543 1.9047 -0.2963 -0.14 -0.03 -0.14 -0.1080
H -0.1675 2.9357 0.8217 -0.14 0.08 -0.10 0.0657
H -0.9708 2.3060 2.0554 -0.30 -0.11 0.08 0.0595
H 1.1857 1.4483 2.1702 0.13 -0.04 0.10 0.1220
H 0.0805 0.1693 1.7030 -0.17 -0.02 0.14 0.1292
H 0.5764 0.6330 -0.7117 -0.04 0.00 -0.14 0.1471
H 1.8345 -1.3234 0.3812 0.29 -0.26 0.28 0.1413
H 4.0658 -0.4908 1.0609 -0.07 -0.08 0.14 0.1873
H 3.2550 2.0326 1.6682 0.36 -0.04 0.27 0.1305
H 4.4603 1.8189 0.3284 0.16 0.21 0.19 0.1348
H 2.7136 1.6543 -1.2935 0.00 0.12 -0.16 0.1295
H 2.0126 2.9325 -0.3186 0.00 0.14 0.27 0.1212
O 1.2725 -3.4821 1.2204 0.14 0.41 -0.19 0.0697
C 1.5276 -4.2542 0.3258 0.02 -0.16 -0.10 -0.5344
O 2.3620 -5.2623 0.5815 -0.05 -0.02 0.14 0.0126
C 2.6071 -6.3406 -0.3378 0.10 -0.15 -0.18 -0.2183
C 3.6781 -5.9934 -1.3487 0.00 0.18 0.04 -0.0595
C 0.9707 -4.0730 -1.0685 -0.23 -0.15 0.10 0.0159
H 1.6768 -6.6583 -0.8083 -0.01 0.05 0.00 0.1162
H 2.9387 -7.1627 0.2919 -0.01 0.04 0.07 0.1276
H 3.3798 -5.1606 -1.9866 -0.04 -0.05 -0.04 0.0684
H 3.8869 -6.8521 -1.9855 -0.01 -0.02 0.01 0.0878
H 4.5979 -5.7085 -0.8383 0.01 -0.06 0.01 0.0847
H 1.6067 -3.3759 -1.6154 0.02 -0.02 -0.03 0.0915
H -0.0260 -3.6470 -0.9832 0.05 0.10 0.04 0.0941
H 0.8930 -4.9915 -1.6421 0.11 0.02 -0.03 0.0754
O 0.3545 0.8372 -5.6319 0.04 -0.08 0.01 0.1172
C 0.0022 1.8098 -5.0313 -0.20 -0.01 -0.03 -0.5227
O 0.6740 2.1337 -3.8972 0.24 -0.04 0.05 -0.0182
C 0.4447 3.3330 -3.1577 -0.12 0.03 0.10 -0.2376
C -0.6921 3.1663 -2.1707 -0.01 0.07 -0.09 -0.0577
C -1.1911 2.6337 -5.4500 0.19 0.24 -0.09 0.0186
H 0.3065 4.1902 -3.8168 -0.06 -0.05 -0.04 0.1170
H 1.3815 3.5008 -2.6262 0.02 0.03 -0.03 0.1040
H -1.6449 2.9931 -2.6694 0.00 0.06 -0.04 0.0791
H -0.7905 4.0589 -1.5506 -0.02 0.00 0.00 0.0879
H -0.5086 2.3135 -1.5218 -0.04 0.01 0.04 0.0416
H -2.0916 2.1624 -5.0579 -0.01 -0.01 0.01 0.0983
H -1.2399 2.6253 -6.5352 -0.04 -0.13 0.00 0.0956
H -1.1609 3.6701 -5.1229 -0.05 -0.04 0.08 0.0717
O -1.7483 2.2119 4.4753 0.19 0.04 -0.20 0.0866
C -2.7965 1.6378 4.3326 -0.21 0.14 -0.06 -0.5316
O -2.7956 0.4667 3.6739 0.17 -0.12 0.03 -0.0116
C -3.9518 -0.3786 3.5775 -0.17 -0.08 -0.08 -0.2277
C -4.8559 0.0253 2.4330 0.06 0.12 -0.03 -0.0608
C -4.0996 2.2386 4.7984 -0.01 -0.22 0.32 0.0194
H -4.4785 -0.4139 4.5309 0.00 0.05 0.00 0.1150
H -3.5483 -1.3740 3.4033 0.07 0.02 0.01 0.1232
H -5.2633 1.0264 2.5735 -0.05 -0.02 0.04 0.0699
H -5.6876 -0.6732 2.3449 0.00 -0.02 0.01 0.0853
H -4.2990 0.0243 1.4959 0.00 -0.04 0.00 0.0821
H -4.4533 2.9310 4.0356 0.00 0.00 -0.02 0.0997
H -3.9065 2.7947 5.7117 0.07 0.11 -0.08 0.0952
H -4.8789 1.5115 5.0087 -0.03 0.01 -0.12 0.0731
```
Forces are in eV/Å.

Computed properties:
- multiplicity = 1
- total energy (eV) = -33455.7381
- LUMO (eV) = -3.7
- Kohn-Sham gap (Ha) = 0.3188
- charge = +1

---

(3)
C17H35N5OPPdSe3Te | ωB97M-V/def2-TZVPD

Structure (XYZ):
```
64
Properties=species:S:1:pos:R:3:forces:R:3:lowdin_charge:R:1
Pd 0.1318 0.1929 0.8257 -0.09 -1.22 -0.39 0.1070
Se -2.0143 1.5975 1.7533 -1.56 1.11 0.20 0.0891
Se -1.2123 -0.2637 2.6345 -0.58 -1.02 2.77 -0.1065
Te -1.5359 -1.5059 0.2544 -0.68 -0.80 -1.78 0.4129
Se -0.5745 -2.8595 -1.5603 -0.17 -0.26 0.61 -0.2994
N 1.4214 0.1354 -0.7331 0.56 0.11 -0.44 -0.3133
P 2.6209 0.3108 0.2095 1.67 0.12 0.43 0.5330
N 2.7007 -0.8345 1.4699 0.43 0.02 -0.95 -0.2214
C 2.3435 -2.2067 1.1538 -0.48 -0.15 -0.20 -0.2455
C 1.4562 -2.7899 2.2516 -0.15 0.10 0.00 -0.2185
C 2.1292 -2.6601 3.6138 -0.17 0.13 0.02 -0.2083
C 2.4712 -1.1893 3.8373 0.03 0.10 0.06 -0.1878
C 3.4109 -0.7215 2.7221 -0.25 0.38 0.28 -0.2126
N 2.7754 1.7387 1.1315 0.10 -0.28 -0.37 -0.2225
C 1.5796 2.3440 1.6379 0.07 0.06 0.16 -0.2579
C 1.3643 3.7286 1.0431 -0.20 -0.05 0.05 -0.1745
C 2.5900 4.5955 1.3121 -0.01 -0.04 -0.19 -0.2087
C 3.8594 3.9052 0.8155 0.02 0.00 0.27 -0.1872
C 3.9616 2.5017 1.4144 0.26 0.00 -0.22 -0.2338
N 4.1164 0.3472 -0.5716 -0.49 -0.17 0.22 -0.2410
C 5.0912 -0.7076 -0.5326 0.25 -0.18 0.16 -0.2102
C 4.8395 -1.8057 -1.5858 -0.10 0.01 -0.04 -0.1746
C 3.8982 -1.2801 -2.6678 0.11 -0.04 -0.07 -0.2059
C 4.2988 0.1404 -3.0430 -0.12 -0.13 0.03 -0.1778
C 4.0899 1.0606 -1.8312 0.05 0.57 -0.20 -0.2344
H 3.2507 -2.8237 1.0672 0.10 -0.05 0.00 0.1113
H 1.8301 -2.2151 0.1798 0.08 -0.06 0.30 0.0475
H 1.2112 -3.8234 2.0024 -0.04 -0.06 0.06 0.1132
H 0.5149 -2.2100 2.2983 0.46 -0.42 -0.18 -0.0049
H 3.0445 -3.2585 3.6460 0.08 -0.07 0.04 0.1056
H 1.4666 -3.0217 4.4024 0.00 -0.07 0.04 0.1045
H 2.9125 -1.0159 4.8233 0.06 -0.06 -0.02 0.1050
H 1.5404 -0.5985 3.7711 0.35 -0.09 0.08 0.0763
H 4.3157 -1.3567 2.7223 -0.03 0.08 -0.03 0.1142
H 3.7209 0.3146 2.8804 -0.04 -0.11 -0.05 0.0997
H 1.6000 2.3930 2.7478 -0.15 -0.10 -0.30 0.1371
H 0.7423 1.6823 1.3238 0.30 1.76 0.72 -0.0413
H 0.4666 4.1813 1.4740 0.01 -0.04 -0.07 0.1108
H 1.2019 3.6166 -0.0339 -0.05 -0.04 0.09 0.1148
H 2.6735 4.7743 2.3892 0.04 0.06 0.04 0.1075
H 2.4751 5.5636 0.8193 0.00 0.07 0.09 0.1029
H 4.7395 4.4914 1.0966 0.04 0.00 -0.07 0.1030
H 3.8307 3.8228 -0.2731 0.03 -0.02 -0.05 0.1050
H 4.0875 2.5925 2.5093 0.03 0.00 -0.04 0.1134
H 4.8253 1.9671 1.0137 -0.03 0.08 0.08 0.1061
H 5.1187 -1.1287 0.4737 0.07 -0.01 -0.01 0.0954
H 6.0677 -0.2357 -0.7166 0.03 -0.13 0.06 0.1143
H 4.3926 -2.6901 -1.1317 0.04 -0.06 0.11 0.0927
H 5.7976 -2.1024 -2.0236 -0.01 -0.06 -0.02 0.1007
H 2.8736 -1.2680 -2.2920 -0.06 0.01 0.04 0.0843
H 3.9159 -1.9400 -3.5348 0.02 -0.04 -0.09 0.1048
H 3.6937 0.4899 -3.8789 0.04 0.10 -0.07 0.1044
H 5.3475 0.1647 -3.3544 0.03 -0.04 -0.07 0.1022
H 3.1104 1.5424 -1.8944 0.16 0.04 -0.13 0.0976
H 4.8633 1.8435 -1.8095 -0.02 0.04 -0.10 0.1064
C -2.8936 1.7220 -2.0787 0.07 0.05 0.18 -0.0186
C -1.4414 1.4737 -1.7197 0.15 0.63 0.21 -0.6763
N -0.8006 0.5536 -2.4521 0.42 -0.40 -0.41 0.1204
O -0.8814 2.0932 -0.8154 -0.46 0.45 -1.09 -0.1565
H -3.3580 0.8069 -2.4386 -0.14 -0.03 -0.08 0.0706
H -2.9632 2.4944 -2.8452 0.05 -0.03 -0.09 0.0753
H -3.4207 2.0800 -1.1964 0.04 -0.07 0.02 0.0628
H -1.2730 -0.0445 -3.1118 -0.13 0.13 0.29 0.0764
H 0.1230 0.2477 -2.1134 -0.04 0.19 0.12 0.0114
```
Forces are in eV/Å.

Computed properties:
- multiplicity = 1
- total energy (eV) = -243798.2017
- LUMO (spin up / spin down) (eV) = 1.3 / 1.2
- Kohn-Sham gap (spin up / spin down) (Ha) = 0.1688 / 0.1680
- charge = -1

---

Question: What is the formula in the first record?
Answer: C17H35IO10Si

---

Question: The highest charge belongs to which entry?
Answer: C17H35N2O6